Record 1
Entry from OMol25: a cluster of 2 separate species, C29H35BO2S in total (the ωB97M-V functional and the def2-TZVPD basis).

```
68
Properties=species:S:1:pos:R:3:mulliken_charge:R:1
C -0.52622 -4.47517 4.05789 -1.4657
C -0.53938 -3.33283 3.09214 1.2377
C 0.54601 -2.46170 3.06400 -0.9330
C 0.49474 -1.29259 2.30322 -0.8299
C -0.60728 -1.02890 1.50305 0.4936
B -0.68868 0.43660 0.76851 1.7204
C -1.28402 1.38490 2.01111 0.2639
C -2.61557 1.65850 2.23837 -0.9532
C -2.78957 2.70244 3.21514 -0.8460
C -1.61498 3.17945 3.75217 0.6913
C -1.45401 4.23326 4.77539 -1.2524
S -0.26044 2.27130 3.09132 -0.2896
O 0.54548 1.02254 0.36848 -0.6531
C 0.16560 2.01480 -0.58171 1.8625
C -0.09568 3.34907 0.09252 -2.2893
C 1.31716 2.15580 -1.55532 -1.8608
C -1.19983 1.40640 -1.22552 1.7686
C -2.20318 2.46218 -1.66700 -1.9881
C -0.93280 0.45692 -2.37258 -1.3942
O -1.74508 0.60867 -0.19422 -0.5727
C -1.64129 -1.95596 1.42055 -0.8474
C -1.60206 -3.11139 2.21335 -1.1587
H -1.42858 -5.07922 3.95873 0.3709
H 0.33258 -5.12504 3.86404 0.3047
H -0.44054 -4.12340 5.09525 0.3038
H 1.44181 -2.69931 3.63771 0.4602
H 1.33821 -0.60198 2.31575 0.4158
H -3.44501 1.14632 1.76497 0.4960
H -3.74637 3.11201 3.51262 0.3364
H -2.40380 4.75405 4.90682 0.3543
H -1.14742 3.82626 5.74295 0.2505
H -0.71082 4.96711 4.45751 0.2882
H -0.21601 4.11731 -0.68227 0.4161
H -1.00498 3.33386 0.70578 0.3184
H 0.76179 3.64716 0.70878 0.4668
H 0.99097 2.63466 -2.48480 0.2935
H 2.08924 2.79661 -1.11706 0.5316
H 1.77232 1.18337 -1.77105 0.3102
H -1.81397 3.03439 -2.52353 0.3294
H -3.12524 1.96305 -1.98863 0.4655
H -2.45212 3.15787 -0.85579 0.3787
H -0.72497 0.97446 -3.31059 0.4183
H -0.06002 -0.15983 -2.13722 -0.5660
H -1.77961 -0.22172 -2.52463 0.5244
H -2.49239 -1.77501 0.76275 0.4168
H -2.41289 -3.83950 2.16404 0.2527
C 0.47564 -2.78943 -1.83289 -0.7197
C 0.83397 -3.76388 -0.66631 -0.9339
C 1.81105 -2.98484 0.16419 -0.6228
C 2.14184 -1.77549 -0.42713 -0.5589
C 1.44801 -1.65227 -1.66875 1.6155
C 1.95594 -1.04250 -2.87358 0.7151
C 3.19276 -0.35332 -2.84919 -0.4713
C 3.48919 0.56368 -3.85358 -0.4798
C 2.61090 0.74781 -4.93018 -0.4732
C 1.51744 -0.11025 -5.08616 -0.6354
C 1.20542 -1.03231 -4.09301 -0.6127
H 0.59459 -3.28682 -2.79981 0.5798
H -0.55683 -2.42000 -1.81532 0.2834
H -0.05491 -4.13795 -0.14580 0.3483
H 1.34696 -4.65518 -1.07185 0.4022
H 2.24438 -3.39027 1.08259 0.4691
H 2.82468 -1.01206 -0.03743 0.3325
H 3.86876 -0.52974 -2.01132 0.4388
H 4.39409 1.16634 -3.78655 0.3870
H 2.79529 1.53547 -5.66215 0.4182
H 0.89298 -0.04966 -5.97791 0.3900
H 0.37677 -1.73513 -4.23086 0.2869
```

energy relative to the best compared isomer or geometry (same formula, charge and spin)	0.0000	eV
molar mass	458.5	g/mol
HOMO	-6.41	eV

Record 2
Entry from OMol25: an isolated molecule of C3H8N2O (the ωB97M-V functional and the def2-TZVPD basis).

```
14
Properties=species:S:1:pos:R:3:mulliken_charge:R:1
C -1.81950 -0.41582 0.16388 -0.8856
C -1.10206 0.86309 -0.16595 -0.4908
N 0.37370 0.72316 0.06782 0.8252
O 1.09803 1.73132 0.27461 -0.6571
N 0.75859 -0.52879 -0.06969 -0.4819
C 2.21507 -0.77631 -0.07525 -0.6765
H -2.08430 -0.52790 1.30248 0.2386
H -2.84318 -0.31575 -0.14940 0.3577
H -1.23189 -1.27685 -0.22018 0.3129
H -1.11571 1.16214 -1.14882 0.3176
H -1.55593 1.75102 0.31112 0.3421
H 2.59920 0.21924 -0.53049 0.2856
H 2.27160 -1.64522 -0.73972 0.2480
H 2.43640 -0.96334 0.97959 0.2641
```

energy relative to the best compared isomer or geometry (same formula, charge and spin)	4.3781	eV
molar mass	88.1	g/mol
HOMO	-9.54	eV

Record 3
Entry from OMol25: a cluster of 21 separate species, C54H161N11O21 in total (the ωB97M-V functional and the def2-TZVPD basis).

```
247
Properties=species:S:1:pos:R:3:mulliken_charge:R:1
O -2.99425 4.21551 1.00499 -0.5690
H -3.29526 3.35759 0.70566 0.4260
H -3.16730 4.80116 0.26790 0.3974
O -4.06567 1.82521 0.44883 -0.7100
H -4.46818 1.47303 1.24267 0.2790
H -4.61927 1.50493 -0.26333 0.2181
O 2.84875 3.18007 1.60219 0.2906
H 2.76618 2.61941 0.83080 -0.2427
H 2.79970 4.07161 1.25726 -0.0977
O 0.81176 -2.61305 -4.06667 -0.3123
H 1.09881 -2.29914 -4.92417 0.1579
H 0.07275 -3.19067 -4.25762 0.0486
O -1.31589 -3.92276 -5.65962 -0.4649
H -1.74533 -3.37146 -6.31376 0.2383
H -1.78743 -4.75477 -5.70010 0.2480
C 3.08545 -2.55199 3.95980 -0.4039
C 2.13412 -3.62925 3.68498 0.3353
C 0.92074 -3.65719 4.70541 -0.1259
O 1.39915 -4.04550 6.01551 -0.4421
C 0.56314 -3.84288 7.18370 -0.4842
N 1.47496 -3.49747 2.39098 -0.0940
H 2.63725 -1.60375 3.66306 -0.1159
H 3.96024 -2.71643 3.33067 0.0055
H 3.28577 -2.61644 5.02929 0.1131
H 2.74143 -4.53009 3.77315 0.2618
H 0.22029 -4.44471 4.42739 0.4268
H 0.35431 -2.72643 4.73628 0.0165
H 0.92061 -4.33286 8.08936 0.3120
H -0.46569 -4.09615 6.92783 0.0359
H 0.52473 -2.78584 7.44694 0.2015
H 2.08481 -3.31293 1.60732 -0.0801
H 0.97414 -4.35369 2.20081 0.1661
C 6.32903 -2.13699 1.74546 -1.5804
C 7.15667 -1.13095 0.99693 0.5543
C 7.48620 -1.53219 -0.40781 -0.1371
O 8.45613 -0.61750 -0.98742 -0.3952
C 8.64953 -0.90657 -2.36443 -0.6907
N 6.43460 0.10239 1.02107 -0.2411
H 6.05518 -1.93662 2.78129 0.4233
H 6.74894 -3.14088 1.80839 0.4890
H 5.44488 -2.42187 1.17518 0.0022
H 8.14998 -1.05467 1.43923 0.4366
H 6.58411 -1.40021 -1.00525 -0.4286
H 7.94472 -2.52046 -0.37365 0.5468
H 7.77858 -0.90481 -3.01984 0.2079
H 9.07629 -1.90607 -2.44785 0.3230
H 9.35321 -0.19242 -2.79213 0.2881
H 7.04424 0.74223 0.53214 0.5658
H 5.57568 0.10287 0.48970 -0.4046
C -0.28419 4.64390 -1.27658 -1.8440
C 0.48190 5.12343 -0.02019 3.2835
C 1.73121 6.00091 -0.36960 -1.3214
O 2.71057 5.02079 -0.75915 0.0581
C 3.85387 5.47528 -1.45479 -0.8748
N -0.38416 6.08564 0.68794 -0.8973
H 0.34015 3.88218 -1.74358 0.3856
H -0.66931 5.43320 -1.92216 0.4723
H -1.17619 4.03691 -1.12168 0.3836
H 0.89267 4.36004 0.64056 -1.4608
H 2.14081 6.60352 0.44107 0.3694
H 1.37198 6.55492 -1.23685 0.4243
H 4.57051 4.66575 -1.59336 0.1259
H 4.37064 6.32969 -1.01774 0.3081
H 3.43771 5.69309 -2.43839 0.3153
H -1.28132 5.63967 0.56023 0.1313
H -0.24976 6.17969 1.68453 0.2624
C -7.13722 1.16219 -3.61821 -0.9728
C -6.65220 1.89609 -2.40069 0.8246
C -7.62501 1.89333 -1.13325 -0.7037
O -8.93867 2.36415 -1.35006 -0.3688
C -9.80788 2.40550 -0.19085 -0.8804
N -5.38339 1.19483 -1.97636 0.3081
H -6.70492 0.17774 -3.79732 -0.0364
H -6.87676 1.73277 -4.50967 0.1006
H -8.20983 1.32913 -3.51953 0.5036
H -6.51856 2.91932 -2.75178 0.2712
H -7.13205 2.33613 -0.26779 0.4830
H -7.66392 0.87041 -0.75879 -0.0164
H -10.87148 2.62169 -0.29137 0.3318
H -9.49719 2.89182 0.73384 0.3611
H -9.79144 1.45901 0.34949 0.2971
H -4.79594 1.34309 -2.78445 -0.1989
H -5.46989 0.18963 -2.02338 -0.2505
C 2.80160 4.59388 5.58718 -1.6386
C 1.43209 4.04484 5.21785 0.3493
C 0.54969 5.08958 4.43874 -0.2475
O 0.37293 6.21776 5.25976 -0.4262
C -0.41918 7.16152 4.60152 -0.7817
N 1.71532 2.88851 4.36548 0.6398
H 3.51697 3.89012 6.01271 0.3755
H 2.59271 5.35946 6.33440 0.4383
H 3.31314 5.11670 4.77905 0.3233
H 0.94456 3.57607 6.07263 0.5353
H -0.38899 4.62540 4.13623 0.4663
H 1.07573 5.33339 3.51573 0.0109
H -0.15858 7.42281 3.57588 0.2660
H -0.36402 8.05951 5.21688 0.3517
H -1.49989 7.02746 4.64845 0.3208
H 2.29700 3.20722 3.60378 -0.4398
H 0.86718 2.64587 3.87367 -0.2494
C -3.04748 -3.65396 1.76734 -0.7606
C -3.74654 -3.23287 2.99884 0.6686
C -2.84120 -3.15828 4.29088 -0.1718
O -2.21407 -4.26562 4.94158 -0.0166
C -3.01213 -5.33970 5.54575 -0.9554
N -4.11165 -1.76435 2.74432 -0.0003
H -2.14949 -3.04880 1.64295 -0.1105
H -3.61006 -3.47658 0.85074 0.0366
H -2.61065 -4.63461 1.95605 0.4068
H -4.57015 -3.89870 3.25659 0.4275
H -3.37611 -2.51802 4.99235 0.5095
H -1.96529 -2.59827 3.96336 -0.6044
H -2.59264 -6.26076 5.14106 0.2794
H -4.06530 -5.23491 5.28508 0.3367
H -2.92558 -5.28468 6.63090 0.2645
H -3.44890 -1.13106 3.16835 -0.3379
H -4.99276 -1.50426 3.16396 0.2455
C -7.42702 -2.00980 -0.57240 -1.9567
C -5.95427 -2.36031 -0.53117 0.8771
C -5.35412 -2.76621 -1.89558 -0.6415
O -5.44400 -1.66727 -2.72957 -0.2699
C -4.75863 -1.84993 -3.96819 -0.7165
N -5.25198 -1.23505 0.08089 -0.0341
H -8.10800 -2.85224 -0.69351 0.4836
H -7.69207 -1.47073 -1.48193 0.2543
H -7.80274 -1.39386 0.24464 0.3824
H -5.79794 -3.16438 0.18794 0.5708
H -6.07544 -3.48330 -2.28748 0.3990
H -4.30222 -3.03691 -1.80429 0.2655
H -5.10730 -2.68850 -4.57097 0.3768
H -3.72976 -2.17721 -3.81850 0.3183
H -4.80210 -0.91080 -4.51977 -0.0527
H -4.65937 -0.78087 -0.59929 -0.1305
H -4.67918 -1.77786 0.71124 -0.3700
C -1.07279 2.01290 -4.75609 -1.4655
C -2.33930 1.09367 -4.67576 1.0645
C -3.52660 1.75221 -5.40283 -0.9267
O -4.07878 2.73701 -4.53583 -0.1667
C -4.97355 3.64639 -5.15940 -1.0872
N -2.12384 -0.30074 -5.09801 -0.1616
H -1.19097 2.93062 -4.17997 0.3860
H -0.84362 2.47129 -5.71810 0.4309
H -0.25010 1.47906 -4.28038 0.0991
H -2.59989 1.11409 -3.61757 -0.3488
H -4.37949 1.11031 -5.62333 0.3559
H -3.24713 2.20596 -6.35368 0.6040
H -5.52776 4.20632 -4.40612 0.2851
H -5.68593 3.06027 -5.73997 0.3834
H -4.59976 4.40866 -5.84301 0.3097
H -1.38510 -0.77189 -4.59563 0.0494
H -1.85384 -0.20334 -6.06636 0.2338
C -0.31866 -0.06604 3.71308 -0.9320
C -1.25426 0.83143 2.89701 1.2761
C -2.40180 1.43547 3.71872 -1.8356
O -3.24852 0.42980 4.10358 -0.1994
C -4.47979 0.91630 4.59108 -1.1774
N -0.57948 2.06664 2.50644 1.0583
H -0.48135 -0.08168 4.79076 0.5752
H 0.70653 0.28926 3.60888 0.2324
H -0.39467 -1.11693 3.43388 -0.6797
H -1.58988 0.27223 2.02366 0.6099
H -2.80350 2.27704 3.15438 0.6950
H -2.05435 1.87802 4.65228 0.3725
H -4.31313 1.77167 5.24581 0.4477
H -5.01606 0.13307 5.12688 0.2648
H -5.04723 1.19829 3.70418 0.3128
H -1.26177 2.65752 2.05317 -0.2135
H 0.12933 1.97379 1.79295 -0.4551
C 4.71098 -3.36937 -2.54190 -1.9325
C 3.91418 -2.34353 -1.78868 1.6720
C 3.93149 -0.93764 -2.44119 0.0920
O 3.98348 0.03215 -1.42497 0.6479
C 3.92746 1.46590 -1.65583 -0.5881
N 2.64083 -2.88683 -1.67946 -0.0831
H 4.59303 -3.54239 -3.61161 0.4165
H 4.62961 -4.25866 -1.91691 0.4589
H 5.77652 -3.16231 -2.64117 0.3659
H 4.37961 -2.35656 -0.80313 -1.0280
H 3.05982 -0.64613 -3.02712 -0.3608
H 4.78141 -0.79031 -3.10755 0.4213
H 2.90883 1.76235 -1.90608 0.0612
H 4.54088 1.68676 -2.52935 0.4729
H 4.13578 2.04581 -0.75673 -0.3695
H 2.12608 -2.89709 -2.54838 -0.0026
H 2.12823 -2.16933 -1.18699 -0.2778
C 0.73356 -6.12413 -1.58551 -1.1481
C -0.64699 -6.54873 -2.09455 0.3109
C -1.69796 -5.85215 -1.20647 -0.7568
O -3.03526 -5.85147 -1.59602 -0.0771
C -3.63564 -7.13531 -1.70812 -0.9341
N -0.84114 -5.94552 -3.35959 -0.4799
H 1.56149 -6.69039 -2.01211 0.4046
H 0.75567 -6.32290 -0.51402 0.3350
H 0.89289 -5.05357 -1.71439 -0.0212
H -0.71578 -7.62992 -2.21452 0.4114
H -1.48092 -4.79044 -1.08906 0.1718
H -1.68161 -6.16210 -0.16159 0.4743
H -3.82653 -7.62134 -0.75135 0.3198
H -2.97519 -7.71067 -2.35686 0.3342
H -4.54694 -7.23657 -2.29752 0.2716
H -1.82719 -6.10498 -3.50916 0.3860
H -0.89530 -4.93844 -3.30512 -0.0253
C 4.13188 2.85560 -5.34171 -0.4423
C 4.01459 2.83922 -6.87739 -0.4756
O 4.65022 4.01557 -7.34723 -0.5231
H 5.12359 2.67948 -4.92508 0.3718
H 3.45793 2.09325 -4.95092 -0.0489
H 3.83309 3.83179 -4.95977 0.3061
H 2.96042 2.95005 -7.13145 0.1739
H 4.29483 1.86630 -7.28112 0.3915
H 4.88541 4.00415 -8.27790 0.2970
C 6.45636 3.28242 2.31131 -0.5056
C 6.74771 2.50990 3.65220 -0.0340
O 7.68870 1.50218 3.21980 -0.6045
H 7.36248 3.77697 1.96137 0.3617
H 5.75817 4.10800 2.44927 0.2976
H 6.14811 2.58978 1.52814 -0.1979
H 5.83450 2.08322 4.06704 -0.0172
H 7.24144 3.05595 4.45604 0.3275
H 7.14592 1.05427 2.56684 0.3649
C 2.42191 -0.11858 -6.32343 -0.3039
C 1.65368 -1.17690 -7.13254 -0.6195
O 1.81651 -2.41460 -6.50326 -0.5274
H 3.50939 -0.16801 -6.26809 0.4399
H 1.95175 0.04095 -5.35308 -0.1255
H 2.22267 0.78528 -6.89915 0.1513
H 2.07419 -1.26373 -8.13440 0.4898
H 0.58404 -0.98762 -7.22276 0.1476
H 1.75858 -3.14204 -7.12702 0.2601
C 3.00189 -0.78397 7.23335 -1.1640
C 3.27163 0.45627 6.28773 0.2341
O 2.41794 1.49472 6.66401 -0.6189
H 3.23314 -0.39786 8.22610 0.5202
H 3.76455 -1.50712 6.94438 0.3787
H 1.98260 -1.15659 7.13181 -0.0593
H 3.08111 0.10483 5.27368 -0.0265
H 4.35023 0.58635 6.37603 0.2102
H 2.27513 1.98502 5.85111 0.4122
C 0.23165 -0.27889 -1.41542 -1.0487
C 0.69500 -0.14356 0.05550 1.2374
O 1.23028 1.09337 0.34747 -0.2933
H -0.76558 0.15887 -1.46017 0.6669
H 0.17914 -1.31826 -1.73950 0.2084
H 0.93330 0.11994 -2.14805 -0.2467
H 1.52871 -0.84138 0.13350 -0.1903
H -0.08681 -0.44104 0.75432 -0.8684
H 1.50404 1.04035 1.26608 -0.0856
```

energy relative to the best compared isomer or geometry (same formula, charge and spin)	1.6170	eV
molar mass	1300.9	g/mol
HOMO	-8.71	eV

E (eV)
-46246.19556, -8264.94795, -117985.44442